{
  "formula": "C34H25GaN6O11S4",
  "method": "ωB97M-V/def2-TZVPD",
  "symbols": ["Ga", "C", "C", "N", "N", "C", "S", "S", "C", "C", "C", "C", "C", "C", "C", "C", "C", "C", "C", "C", "C", "O", "H", "H", "H", "H", "H", "H", "H", "H", "H", "H", "H", "H", "H", "H", "O", "C", "O", "C", "C", "C", "C", "C", "C", "N", "O", "O", "N", "O", "O", "H", "H", "H", "O", "S", "O", "N", "C", "S", "C", "C", "C", "C", "C", "C", "H", "H", "H", "H", "O", "C", "C", "C", "C", "O", "N", "H", "H", "H", "H"],
  "xyz": [[1.28253, -0.50296, -0.64678], [4.73704, 0.47247, 2.04821], [3.34490, 0.37361, 1.49013], [3.05426, -0.47523, 0.54899], [4.01656, -1.44398, 0.32901], [3.64561, -2.38668, -0.45344], [2.17332, -2.51414, -1.34872], [4.71524, -3.82004, -0.41651], [3.70194, -4.77025, 0.78849], [3.22783, -3.92385, 1.93584], [4.11652, -3.46866, 2.90534], [3.69580, -2.58820, 3.88875], [2.37892, -2.14166, 3.91150], [1.48253, -2.60252, 2.95935], [1.90512, -3.49584, 1.98385], [2.31004, 1.17965, 2.10621], [2.64792, 2.16879, 3.08363], [1.67508, 2.81177, 3.85734], [0.35738, 2.48289, 3.77510], [-0.08875, 1.36588, 2.89132], [0.96576, 0.85825, 1.90633], [0.48378, 0.07917, 1.02292], [5.40771, -0.19495, 1.52104], [5.08940, 1.50051, 1.95157], [4.72864, 0.21929, 3.10992], [2.85605, -5.20948, 0.26150], [4.36090, -5.57266, 1.12446], [5.15602, -3.77363, 2.85691], [4.40245, -2.22883, 4.62780], [2.05749, -1.42743, 4.66005], [0.45697, -2.25289, 2.95216], [1.21027, -3.82668, 1.22217], [3.68051, 2.45499, 3.21260], [1.98371, 3.60364, 4.53015], [-0.40445, 2.98973, 4.35199], [-0.34409, 0.48300, 3.50149], [-0.01634, -0.78200, -3.38180], [-0.82129, -0.85234, -2.46203], [-0.50394, -0.91721, -1.19978], [-2.30573, -0.85040, -2.71917], [-2.77840, -0.32547, -3.90651], [-4.16625, -0.26882, -4.16143], [-5.05856, -0.80508, -3.21784], [-4.53478, -1.33809, -2.05848], [-3.17995, -1.36259, -1.75571], [-5.47656, -1.84604, -1.05321], [-6.65955, -1.55389, -1.16179], [-5.03991, -2.51280, -0.13276], [-4.66011, 0.31816, -5.31499], [-3.84227, 0.79071, -6.16603], [-5.92477, 0.36410, -5.48580], [-2.09084, 0.06499, -4.64057], [-6.11778, -0.77970, -3.41128], [-2.81519, -1.74022, -0.81397], [-3.35079, 1.27515, 3.63447], [-2.70578, 0.75105, 2.46030], [-2.39415, -0.64502, 2.44400], [-1.31936, 1.65789, 2.16075], [-1.39309, 2.50570, 1.09178], [-0.26646, 3.62302, 0.71935], [-2.65108, 2.24039, 0.35995], [-3.02630, 2.76051, -0.86762], [-4.23295, 2.34961, -1.41535], [-5.06443, 1.45783, -0.74197], [-4.68808, 0.91944, 0.48236], [-3.46873, 1.31694, 0.99103], [-2.35171, 3.42042, -1.39328], [-4.52294, 2.69912, -2.39789], [-5.99268, 1.14172, -1.19916], [-5.30161, 0.18754, 0.99143], [3.98597, 0.64260, -2.00121], [2.96719, 1.22264, -2.31685], [2.88132, 2.26883, -3.42305], [1.39602, 2.57048, -3.53467], [0.77995, 1.84516, -2.34990], [-0.37622, 1.94005, -2.01209], [1.73755, 1.06388, -1.72489], [3.33082, 1.85644, -4.32504], [3.47536, 3.13257, -3.11913], [0.94025, 2.14325, -4.42897], [1.13324, 3.62640, -3.49191]],
  "forces_ev_per_a": [[0.044, -0.011, 0.030], [0.015, -0.027, 0.017], [-0.020, -0.001, -0.009], [-0.015, -0.029, 0.002], [-0.017, -0.042, -0.022], [-0.018, 0.009, 0.004], [0.055, 0.016, -0.047], [0.025, 0.015, -0.013], [-0.008, -0.015, 0.001], [-0.031, -0.023, 0.016], [0.012, 0.011, 0.017], [0.004, -0.005, 0.006], [-0.014, -0.002, -0.015], [-0.032, 0.013, 0.037], [0.032, -0.025, -0.015], [0.008, -0.010, 0.033], [-0.004, -0.011, -0.012], [-0.008, 0.009, 0.002], [0.006, -0.003, -0.016], [0.027, -0.062, 0.022], [0.014, 0.000, -0.016], [-0.012, 0.038, 0.008], [-0.010, 0.012, 0.002], [0.001, 0.011, -0.011], [0.003, 0.020, 0.003], [-0.006, 0.014, 0.000], [-0.004, -0.003, -0.002], [0.003, 0.005, -0.006], [0.000, -0.001, 0.001], [0.005, 0.001, 0.008], [-0.002, 0.011, -0.003], [-0.002, 0.007, 0.000], [0.012, -0.002, -0.005], [-0.001, 0.000, 0.002], [-0.005, 0.001, 0.009], [0.009, 0.007, -0.004], [-0.031, 0.004, 0.080], [0.044, 0.062, -0.022], [0.000, 0.007, -0.009], [-0.003, -0.053, 0.006], [0.011, 0.018, -0.003], [-0.016, 0.038, -0.049], [-0.006, -0.016, 0.005], [0.012, -0.017, -0.013], [-0.003, -0.005, -0.022], [-0.031, 0.056, -0.004], [0.007, -0.009, -0.004], [0.023, -0.037, 0.013], [0.033, -0.080, 0.066], [0.051, 0.032, -0.028], [-0.063, 0.005, 0.012], [-0.003, 0.000, 0.001], [-0.003, 0.001, 0.002], [0.001, -0.007, 0.006], [0.012, -0.001, -0.041], [-0.020, -0.010, -0.024], [0.024, 0.004, 0.015], [-0.034, 0.080, 0.025], [-0.022, -0.010, -0.011], [0.007, -0.019, -0.022], [-0.033, -0.006, -0.015], [0.015, -0.026, 0.019], [-0.012, -0.007, 0.004], [-0.011, 0.027, 0.010], [0.018, 0.000, -0.002], [-0.005, 0.018, 0.004], [0.000, 0.010, 0.001], [0.000, 0.004, 0.002], [0.000, -0.003, 0.004], [-0.010, 0.003, 0.001], [-0.017, -0.001, -0.060], [0.089, 0.053, 0.075], [0.004, -0.013, -0.012], [-0.017, -0.010, -0.010], [-0.070, 0.021, 0.038], [0.063, 0.025, -0.016], [-0.072, -0.066, -0.043], [-0.003, 0.001, -0.004], [0.003, -0.008, -0.001], [0.001, 0.007, -0.004], [0.002, 0.000, 0.006]],
  "lowdin_charge": [0.237, -0.019, -0.226, 0.007, -0.033, -1.061, 0.773, 0.836, -0.431, -0.315, -0.063, -0.101, -0.093, -0.067, -0.055, -0.121, -0.047, -0.132, -0.059, -0.233, -0.283, 0.009, 0.068, 0.081, 0.081, 0.068, 0.068, 0.109, 0.095, 0.101, 0.108, 0.105, 0.086, 0.095, 0.107, 0.158, 0.041, -0.570, -0.063, -0.108, 0.071, -0.173, 0.045, -0.182, 0.037, -0.358, 0.033, 0.055, -0.432, -0.113, -0.132, 0.117, 0.111, 0.121, -0.282, 0.719, -0.253, -0.156, -0.700, 0.815, -0.203, -0.011, -0.029, -0.060, -0.033, -0.211, 0.102, 0.118, 0.109, 0.122, 0.051, -0.479, -0.083, -0.072, -0.478, 0.053, 0.130, 0.116, 0.115, 0.128, 0.116],
  "charge": -2,
  "orbital_gap_ev": [6.116, 4.166],
  "e_lumo_ev": [3.69, 3.65],
  "total_energy_ev": -162844.4836,
  "spin_multiplicity": 1,
  "de_lowest_kj_mol": 85.7
}

---

{
  "formula": "C34H25N5O6V",
  "method": "ωB97M-V/def2-TZVPD",
  "symbols": ["V", "O", "C", "O", "C", "C", "C", "C", "C", "N", "C", "O", "O", "H", "H", "H", "H", "H", "C", "C", "C", "C", "C", "C", "N", "N", "C", "C", "C", "C", "C", "C", "H", "H", "H", "H", "H", "H", "H", "H", "H", "O", "C", "N", "C", "C", "O", "N", "C", "C", "C", "C", "C", "C", "C", "C", "C", "C", "C", "C", "H", "H", "H", "H", "H", "H", "H", "H", "H", "H", "H"],
  "xyz": [[-0.15246, 0.82866, -0.21433], [-2.75073, 0.57170, 3.02395], [-1.75209, 0.68354, 2.22768], [-1.81544, 1.10303, 1.05950], [-0.41169, 0.33434, 2.75653], [-0.07757, -0.04769, 4.03952], [1.27816, -0.14281, 4.34309], [2.22938, 0.21238, 3.38839], [1.79568, 0.59000, 2.13143], [0.49898, 0.59026, 1.81836], [2.57951, 1.20074, 1.00232], [3.86593, 1.32183, 1.00705], [1.92139, 1.63065, 0.06050], [-3.59774, 0.85618, 2.62808], [-0.84396, -0.23972, 4.77907], [1.59348, -0.44413, 5.33391], [3.27929, 0.21203, 3.65325], [4.32160, 0.96803, 1.78723], [-1.44489, 5.96248, -0.96594], [-2.67524, 5.35472, -1.21901], [-2.76950, 3.98196, -1.33479], [-1.59952, 3.23408, -1.22288], [-0.36176, 3.82603, -0.97817], [-0.29037, 5.20181, -0.83974], [-1.62753, 1.82297, -1.27311], [-2.57263, 1.18189, -1.74133], [-2.47613, -0.18512, -1.50283], [-3.44319, -1.05336, -1.98317], [-3.32835, -2.40774, -1.69276], [-2.26168, -2.87756, -0.93804], [-1.26412, -2.01440, -0.47463], [-1.38102, -0.67217, -0.76100], [-1.39020, 7.03921, -0.87717], [-3.56452, 5.96137, -1.32275], [-3.71900, 3.49582, -1.51173], [0.55904, 3.24931, -0.98244], [0.66321, 5.68207, -0.66995], [-4.27139, -0.66095, -2.55950], [-4.07683, -3.09838, -2.05663], [-2.18099, -3.93422, -0.71808], [-0.41601, -2.41198, 0.06595], [1.12263, -0.66115, -0.60889], [1.22471, -0.23917, -1.82579], [1.85558, -0.63409, -2.88251], [1.46611, 0.20572, -4.06527], [0.58552, 1.29243, -3.38706], [0.08209, 2.25771, -3.83773], [0.44603, 0.85304, -2.00669], [0.52022, -0.56928, -4.98086], [0.00128, 0.09155, -6.09259], [-0.86508, -0.56932, -6.94561], [-1.21911, -1.89230, -6.69893], [-0.71155, -2.54647, -5.59111], [0.15137, -1.88483, -4.72312], [2.70258, 0.79192, -4.71525], [3.22225, 0.24287, -5.87847], [4.39736, 0.75535, -6.41436], [5.04685, 1.80993, -5.79314], [4.52910, 2.35738, -4.62623], [3.36134, 1.84683, -4.08720], [2.50802, -1.40523, -2.94147], [0.28243, 1.11757, -6.29694], [-1.25647, -0.05561, -7.81317], [-1.88393, -2.41054, -7.37661], [-0.97052, -3.58008, -5.40354], [0.53985, -2.42654, -3.87036], [2.71645, -0.57451, -6.37627], [4.79972, 0.32990, -7.32345], [5.95625, 2.21144, -6.21916], [5.03297, 3.18561, -4.14658], [2.95903, 2.28769, -3.17865]],
  "forces_ev_per_a": [[-0.272, 0.145, -0.194], [-0.060, 0.016, 0.022], [0.044, -0.065, -0.109], [-0.017, 0.042, 0.167], [-0.010, 0.056, -0.049], [0.024, -0.005, 0.067], [0.013, -0.010, 0.006], [0.015, -0.011, 0.073], [-0.081, 0.024, -0.085], [0.085, -0.033, -0.066], [-0.122, -0.033, -0.038], [0.044, -0.008, 0.033], [0.108, 0.164, 0.115], [0.005, 0.000, 0.013], [0.008, -0.006, 0.004], [-0.003, 0.001, -0.002], [-0.004, 0.003, 0.004], [0.005, 0.004, -0.008], [-0.022, -0.010, -0.004], [0.004, 0.009, 0.003], [-0.075, 0.025, 0.015], [0.089, -0.125, 0.044], [0.126, 0.031, 0.005], [-0.003, 0.039, 0.009], [-0.154, -0.040, -0.004], [0.014, -0.002, -0.001], [-0.044, 0.119, -0.021], [-0.031, -0.021, -0.011], [0.006, -0.025, 0.004], [-0.065, -0.026, -0.037], [0.020, 0.080, -0.016], [-0.066, -0.135, 0.142], [0.000, -0.001, -0.001], [0.001, -0.002, 0.000], [0.017, -0.013, -0.005], [-0.029, -0.020, -0.014], [-0.004, -0.003, -0.002], [0.003, 0.005, 0.005], [0.004, -0.004, 0.005], [-0.010, -0.001, -0.008], [0.005, 0.010, 0.000], [0.217, -0.162, -0.147], [-0.089, 0.062, 0.299], [0.095, -0.048, -0.218], [0.000, -0.020, -0.026], [-0.014, -0.189, 0.149], [-0.035, 0.052, 0.001], [0.263, 0.118, -0.188], [0.017, -0.017, 0.071], [0.001, 0.038, -0.053], [0.000, -0.020, -0.001], [-0.022, 0.061, -0.053], [0.045, -0.018, 0.081], [-0.039, -0.024, -0.026], [-0.046, 0.029, 0.099], [0.040, -0.042, -0.075], [-0.033, -0.036, -0.008], [0.020, -0.007, -0.019], [-0.018, 0.019, 0.040], [0.019, 0.040, 0.010], [-0.012, -0.003, 0.011], [0.007, -0.019, -0.003], [0.000, 0.000, 0.003], [0.003, 0.007, -0.007], [0.002, 0.004, 0.000], [0.014, -0.004, 0.007], [-0.002, 0.009, 0.002], [-0.002, 0.000, 0.000], [-0.003, -0.003, -0.005], [-0.009, -0.004, 0.002], [0.012, 0.005, -0.009]],
  "lowdin_charge": [1.213, 0.278, -0.364, 0.034, -0.114, 0.102, 0.067, 0.089, -0.107, 0.100, -0.382, 0.266, 0.041, 0.196, 0.156, 0.150, 0.146, 0.162, -0.005, -0.011, 0.026, -0.230, -0.022, -0.023, -0.052, 0.208, -0.232, 0.051, -0.002, -0.003, -0.033, -0.106, 0.131, 0.131, 0.128, 0.092, 0.127, 0.143, 0.134, 0.133, 0.124, -0.033, -0.483, 0.269, -0.208, -0.307, 0.221, 0.070, -0.176, -0.019, -0.030, -0.045, -0.057, -0.031, -0.167, -0.006, -0.033, -0.040, -0.047, -0.028, 0.204, 0.135, 0.123, 0.121, 0.115, 0.106, 0.126, 0.122, 0.122, 0.117, 0.114],
  "charge": 3,
  "orbital_gap_ev": 4.170,
  "e_lumo_ev": -11.68,
  "total_energy_ev": -81060.2661,
  "spin_multiplicity": 1
}